Record 1
A structure of composition C43H39F3N3O9P2PtS2 at a distorted geometry, computed with wB97M-V/def2-TZVPD.

The geometry in XYZ format:
```
102
Properties=species:S:1:pos:R:3
C -2.78305 -3.49009 -2.57932
H 3.56309 2.17218 1.03355
P 1.12777 0.59186 1.62984
H -1.92664 6.58472 -4.72173
C 3.40230 0.92823 -2.56625
Pt -0.39904 -0.04291 0.00499
C -0.45694 -4.16952 -2.25849
H -1.79628 5.21799 -0.66094
H 0.42636 -2.31448 3.49349
H 5.14139 -3.22534 2.79578
H -0.91028 -0.34811 4.64437
H -0.70835 1.37483 4.40573
H 2.62503 5.89178 2.90185
C -2.92792 -4.58521 -3.38072
H 0.50614 -3.97100 -1.81156
C -3.64942 -6.16454 -4.78786
C -1.55712 3.74126 -2.19724
C 0.85221 0.47484 6.52149
S 1.84991 1.23677 -1.62472
O -0.13160 -1.93881 -0.61408
H 0.94566 -2.48800 6.12171
H 0.24682 -4.70686 4.08017
C -1.50961 -3.29638 -2.00978
H -3.59082 -2.79870 -2.38744
C 1.11578 4.37618 3.04822
H -5.31973 0.13544 4.59831
F 3.26642 1.31011 -3.83104
H 0.43092 1.45714 6.74400
H -1.56428 4.27304 -5.51304
C 3.26254 -2.85460 1.82792
C 4.38176 -2.49030 2.56492
H -0.22571 2.72556 2.97456
C -1.62110 4.48113 -4.45346
H -2.03906 7.06420 -2.30106
C -2.50026 -3.04963 1.92032
C 0.75992 3.07937 2.72008
F 3.71656 -0.36125 -2.52989
C -1.41564 -2.29972 2.38199
O -4.04056 -5.01025 -4.04444
H 5.40480 -0.88888 3.56179
C -3.57069 -0.16034 3.40551
H 0.18037 -5.96918 -3.28943
H -3.18357 0.92427 0.20065
H 0.15446 -3.01639 7.61058
C -3.63449 0.77783 1.17250
H 3.69031 0.78336 3.03911
O 0.80829 0.30663 -2.07119
N -0.06310 0.11319 2.81309
F 4.37637 1.63474 -2.00097
C -1.59417 -4.98678 3.01207
C 1.64548 2.26262 2.01591
C 1.07516 0.31273 5.02036
O 1.55832 2.63000 -1.75142
H -3.26828 -2.58127 1.31616
N -0.98235 2.90638 -0.12215
O -1.70831 1.46431 -1.67156
C 0.72523 -2.21093 7.15248
H 1.55290 -0.64849 4.81266
C 2.35019 4.87411 2.65848
O 2.33004 0.79192 -0.29568
H -1.33433 2.42137 -3.85825
H 1.65346 -2.08002 7.70724
O -2.28648 -6.45188 -4.45040
C 2.87755 2.77602 1.60319
C -2.95459 0.08853 2.17436
H 1.77051 1.08636 4.68138
C -0.41865 -2.89711 3.15056
C -4.84658 0.32047 3.64360
C 3.56352 -0.23283 2.69198
C 4.53110 -1.18034 2.99429
H -1.66614 -6.03702 3.26236
H 4.18207 4.46174 1.61576
C -0.62649 -5.28162 -3.08184
H -3.41611 -4.98134 1.87396
H 3.14877 -3.87225 1.47763
C -2.58170 -4.39460 2.23315
C -1.88283 6.05137 -2.64635
S -0.29079 -0.72449 7.25261
C -1.81864 5.77986 -4.00708
H -4.27432 -7.01044 -4.50455
H -5.45289 1.76285 0.63710
H 1.80406 0.40877 7.04978
N -1.42184 2.63083 -1.26837
C -0.22816 0.40683 4.24673
O -2.18564 -1.26167 -0.92266
C -1.30629 -2.12039 -1.16340
H -3.71729 -5.95384 -5.85594
C -4.91868 1.23714 1.41696
C -5.51822 1.02011 2.64971
H 0.41805 5.00097 3.58906
C -1.75111 5.02735 -1.72349
O -0.87999 1.83232 0.68700
C 2.28995 -1.91590 1.52466
P -1.31219 -0.57743 1.93778
C -0.51894 -4.24078 3.47416
H -3.06757 -0.73360 4.17527
H -6.51972 1.38604 2.83363
H 1.43821 -2.20954 0.92449
C 3.22547 4.07294 1.93737
C -1.87509 -5.45953 -3.62747
C 2.43628 -0.60210 1.96291
C -1.49195 3.44298 -3.54449
```

HOMO-LUMO gap = 6.6 eV
E_tot = -4401.1490 Eh
Net charge = +1
F_max = 0.01967 Eh/bohr

Atomic partial charges in e from the Mulliken method, atoms 1 to 5: atom 1 (C): -1.084, atom 2 (H): 0.542, atom 3 (P): 0.561, atom 4 (H): 0.402, atom 5 (C): 0.494

---

Record 2
A structure of composition C43H39F6N4O8S2Ta, computed with wB97M-V/def2-TZVPD.

The geometry in XYZ format:
```
103
Properties=species:S:1:pos:R:3
H 0.24152 4.27889 4.83874
C -1.46585 6.20615 -0.66151
O 2.77431 2.59238 -3.21768
C -1.11372 6.28855 -1.99831
Ta 0.00246 -0.03758 -0.79524
C 0.32938 3.56423 2.81962
C -4.42394 0.68238 -0.70163
H 1.97267 -2.66383 2.40449
H -1.91726 -6.93914 -0.12496
F 3.00679 0.63263 -5.55488
C 2.81685 0.21123 -4.32603
C 0.07760 -2.20929 1.51853
C -0.28027 4.11252 -0.44959
H -3.37079 2.58650 3.29340
C 0.20693 2.91113 0.36755
C -1.63708 3.46652 4.20229
H 2.20776 3.64328 0.70964
H 2.04755 -4.85205 -2.39524
C -0.43440 -3.57331 1.08567
C 4.03184 -2.29566 -1.43937
H 1.35462 3.88848 2.69307
C 3.20369 1.77504 1.98911
O -0.26528 1.69742 -0.26448
C -0.15326 -5.89766 0.50979
C 1.60027 -2.11520 1.54239
H -4.57850 1.26508 -1.61299
F -1.02336 0.85537 -6.48329
C 1.41399 -2.88491 -1.86159
N -3.56093 -1.43575 -1.49720
H -2.80923 -2.08759 -1.66751
F 3.97420 -0.02263 -3.72899
C 3.69575 -3.58647 -1.82905
C -0.53054 -2.83425 3.86747
H -0.04386 5.34358 -3.60416
C -1.79873 -3.69037 0.82030
O -2.13067 0.07458 -0.62906
O -1.74701 2.44564 -3.88617
C -2.32954 -4.89067 0.37786
C -0.47351 -1.84163 2.89043
C 0.38064 -4.68800 0.94643
H -3.39125 -4.97570 0.18364
C -3.29516 -0.26570 -0.94058
H -0.27865 -3.85844 3.61895
C 2.22240 1.54725 1.03448
H 3.59373 2.77737 2.09795
C -0.33491 5.28905 -2.56313
H -0.81936 -1.60385 -3.03499
H 0.70857 3.47102 -2.24198
H -2.13667 3.67628 5.13915
H -2.23297 2.16161 1.13227
H -1.56140 -0.97845 6.50064
N 1.72175 -1.65280 -1.43789
H -4.50880 -1.69020 -1.72144
C -1.69471 2.60974 1.95854
C -1.50280 -5.99795 0.21133
C -1.20565 -0.23415 4.52146
S -0.82575 1.37523 -3.92385
S 1.89776 1.49156 -3.36507
C -1.25673 -1.22180 5.49141
N 1.71248 0.30324 0.81580
H -0.45296 -3.83908 -1.39681
H 0.48865 -6.76392 0.41591
H 1.43590 -4.64098 1.18231
H 2.01256 2.73864 -0.75689
H 5.05943 -2.00109 -1.28052
C 1.72572 2.76250 0.29256
F 2.08964 -0.91007 -4.33934
H -1.46833 0.78389 4.76787
H -0.96310 -3.30795 5.90800
H -5.34872 0.16006 -0.46359
C 2.36506 -3.87405 -2.05663
H -4.16536 1.36798 0.09976
C -0.36250 2.97270 1.77184
H -0.78271 0.24756 2.48170
O -0.90318 0.39912 -2.80634
F -0.58395 -0.86045 -5.22560
H -0.11939 -3.65966 -3.12299
O -0.35344 -1.28150 0.50912
C -2.33045 2.85657 3.16296
O 1.54884 0.79336 -2.10587
C -1.28645 0.27998 -5.33786
C -0.30403 3.80445 4.03388
F -2.57387 -0.00732 -5.23349
C 3.02939 -1.37206 -1.26379
H 2.00550 -2.61019 0.66435
C 3.06813 -0.48943 2.63328
H 3.27159 -0.36417 -0.96516
C 2.12095 -0.70175 1.64701
H 3.34807 -1.31627 3.27000
C -0.02470 -3.17890 -2.14895
C -0.81283 -0.53907 3.22296
C 0.07848 4.21974 -1.78884
C -0.91855 -2.52658 5.16104
H -1.43607 7.13068 -2.59618
C 3.64678 0.75320 2.79736
H -2.06229 6.98709 -0.20887
H -1.34090 5.09268 1.15142
H -2.44304 -2.83267 0.97895
H 4.45816 -4.34040 -1.97249
O -0.77058 -1.95835 -2.13526
C -1.05528 5.12616 0.11055
N 0.64435 1.77766 -4.23457
H 4.40251 0.92300 3.55261
```

HOMO-LUMO gap = 7.8 eV
E_tot = -3935.2517 Eh
Net charge = +2
F_max = 0.01070 Eh/bohr

Atomic partial charges in e from the Mulliken method, atoms 1 to 5: atom 1 (H): 0.475, atom 2 (C): -1.008, atom 3 (O): -0.575, atom 4 (C): -0.747, atom 5 (Ta): 1.836